No. 1
A molecular structure, C36H61BN8O2P2S3Ti, computed with ωB97M-V with the def2-TZVPD basis set.

Geometry as ORCA input:
```
! RIJCOSX wB97M-V def2-TZVPD def2/J DEFGRID3
* xyz 2 1
C -2.1147 2.2386 -4.5682
C -2.4260 2.5998 0.2535
S 0.3368 -4.3875 2.8652
N -1.9412 2.0592 -0.9958
N -1.1609 0.7971 -2.7259
H -0.6842 -4.5664 -2.0029
H -0.1663 3.9828 -0.2589
H 2.0420 -0.4352 -5.0757
H -3.6510 -2.5463 -2.6027
C -1.5546 -2.8362 -3.0053
C -2.1812 2.2171 4.4828
N -2.7441 -1.2866 0.5521
H 0.2649 -3.5081 -5.6581
H 1.5051 -2.4440 -6.2800
H 1.3075 4.3098 0.6496
C 6.5910 -0.4195 0.1770
N -0.3276 -2.6431 1.1282
S -5.1682 -1.8943 1.0837
H 3.2698 -1.6280 -4.6794
H -1.6039 3.1236 4.6514
H -1.2540 -3.3084 -0.9026
H -1.8484 5.0316 1.5418
C -0.5175 -0.1264 -3.6331
H -1.9115 -3.0084 -5.1563
H -0.0518 -1.7731 -5.8217
H -2.6017 -1.2771 -1.9375
C 1.9426 -3.5351 -3.6055
H 0.8816 2.6488 0.2497
H 2.5690 -0.6483 -3.4017
C 0.6959 -2.5192 -5.5522
C -2.7149 -2.2999 1.4989
H 4.7173 0.6584 0.5090
H -3.4686 2.2985 0.4025
H 1.2060 -4.3147 -3.3981
C 6.7670 -1.5941 -0.8011
H 2.4887 -4.3915 1.0292
H -2.8928 0.0052 3.0392
C -1.4693 -3.8268 -1.8346
C 4.5302 -0.9355 -0.7606
C 0.7693 3.2773 2.9854
H 0.2718 -1.4629 3.7384
C -1.2639 -3.7956 2.8936
H 1.9547 -3.1891 -0.1773
H 2.4754 -3.3077 -2.6809
H -4.0828 3.5442 1.9193
C -1.8516 1.8849 -3.2518
H 0.3879 0.3387 -4.0294
C -0.9818 4.8535 2.1772
H -4.6891 3.1124 3.5083
H 7.2612 0.4101 -0.0406
C 2.3453 -1.1672 -4.3267
C -4.4645 0.0089 -0.7688
H 1.4534 2.4826 2.7005
C 1.8171 0.3866 1.6647
H -3.0817 3.6755 -5.8145
H 2.1958 -0.0230 3.6087
N 5.3852 -1.8877 -1.1779
C -2.8018 2.1794 3.0845
H -4.3260 0.7780 3.7325
H -2.4142 -4.3658 -1.7297
S 2.8824 -0.9265 -1.0935
C 0.6888 -3.3794 1.5087
H 1.3665 4.1809 3.1188
N 5.1985 -0.0377 -0.0360
C -3.3466 4.1511 -3.7417
H 7.3592 -1.3165 -1.6749
C -1.4504 -2.8928 1.8973
H -1.1757 -0.3320 -4.4806
H 7.2306 -2.4608 -0.3320
H -0.1935 0.1091 3.7221
B -1.1816 0.8761 -1.3002
H -4.1606 -3.5308 2.5937
H -3.4814 4.4040 -1.6156
H 5.1525 -2.5374 -1.9066
H -4.0789 0.8033 1.9864
H -1.3011 4.9138 3.2169
C 1.2820 -2.2676 -4.1582
H -1.7430 1.6474 -5.3935
H -0.2788 5.6695 2.0013
H -4.9217 -0.5105 -1.6126
H -1.0243 -4.3801 -4.4585
H -3.3739 4.2649 3.3635
C -1.8021 -3.6420 -4.2781
C -3.7829 3.3477 2.9469
C 0.4722 3.6158 0.5448
N 0.2430 -0.6236 3.1691
O 0.8587 0.2366 0.7702
H -5.2401 0.6353 -0.3260
H -2.7389 -4.1896 -4.1470
Ti -0.5933 -0.4768 0.1984
H 0.3238 3.0348 3.9493
C -2.3373 2.6612 -2.1893
O 2.8379 1.0047 1.5117
C -0.2725 3.5307 1.8866
P -1.4504 2.0450 1.7420
H -2.9790 2.1982 5.2274
C 2.0286 -3.4153 0.8828
C -3.0940 3.8003 -2.4253
C -3.9348 -2.7399 1.8991
N 1.5658 -0.2580 2.8549
H -3.6608 0.6272 -1.1547
H 2.6754 -2.6612 1.3339
C -2.7676 -1.9303 -2.7901
H -1.9707 -4.1498 3.6247
C -2.8669 3.3792 -4.7975
C -3.5705 0.8582 2.9488
H 2.6560 -3.9310 -4.3302
H -3.9262 5.0392 -3.9503
H -1.5428 1.3496 4.6672
H -2.4091 3.6887 0.2003
P 0.0068 -1.7228 -2.8337
H -2.9737 -1.3237 -3.6722
C -3.9849 -0.9842 0.2310
H 6.7491 -0.7280 1.2132
*
```

- electronic energy (hartree) = -4748.16268
- molecular weight (g mol⁻¹) = 854.77
- frontier orbital gap (eV) = 6.292
- ΔE to the lowest compared entry with this formula, charge and spin (kcal/mol) = 50.9
- HOMO (eV) = -12.386

No. 2
5 unconnected molecules or ions with the total composition C36H61F3IN2O10PS, computed with ωB97M-V with the def2-TZVPD basis set.

Geometry as ORCA input:
```
! RIJCOSX wB97M-V def2-TZVPD def2/J DEFGRID3
* xyz 0 1
H -0.9610 4.5276 3.0723
H -3.1567 -1.3898 -4.1414
C -7.7213 1.9467 1.6866
O 0.0455 -3.1125 1.9218
H -1.7657 -1.0667 -1.7410
C -0.2878 6.1024 -1.7146
H -2.2817 -0.2802 -5.2205
C -0.2803 5.3037 2.7065
H 0.5896 5.1898 5.3171
H 2.3819 -2.6993 0.2832
O 3.4709 0.9920 4.5135
H -5.5712 2.3212 1.7160
C -2.7298 -1.2740 -5.1435
N 2.6609 1.6215 0.6824
H 1.2446 0.0858 -0.8262
C -3.6247 -4.0077 0.6219
H -0.1479 -4.7493 -1.7694
C -7.2774 -0.0742 0.5650
H 4.6737 1.2758 0.3932
H 5.3016 -1.4920 -1.5841
H 1.8493 5.5851 2.5795
O 1.2249 1.3151 2.4983
H 4.9660 -2.3581 3.6560
H 1.3948 4.0446 3.3283
H -1.9857 -4.2656 -5.7978
O -0.7370 6.5642 3.2168
O 5.2479 -3.4184 -0.6532
H 4.7813 -1.4224 5.2171
H 1.9262 1.9285 0.0118
C -4.3018 -2.6365 0.3953
H 5.7887 -0.4666 0.9337
C -3.6356 -1.5481 -0.4844
C 1.0267 5.5894 -1.1609
C 1.1232 5.0982 3.2398
H 3.8010 1.9118 4.3514
C 0.8684 -1.4970 -2.3268
C -3.7697 -1.5230 -6.2169
C -6.2869 1.5273 1.9401
O -6.0310 0.3947 1.0979
H 2.4913 -1.7329 3.9765
H -0.4744 2.8233 -1.4147
H -3.4770 -1.0191 -7.1440
C -1.1746 4.8823 -1.6006
C 0.1682 7.0037 4.2383
H -9.2989 0.7359 0.7622
H -1.6469 -3.1594 -7.1456
H -0.6661 6.9726 -1.1755
O 1.0874 4.1892 -1.4670
O -1.7209 -2.2677 -5.2964
C -2.2344 -4.2876 -0.0048
H -0.0948 -0.7828 1.9272
H -4.0513 -3.3763 -7.3559
F 7.5575 -6.1731 0.2621
H -0.1758 -2.9742 -3.3440
C 3.7284 0.7315 0.0726
H 6.7952 -1.8735 -0.5645
C 5.0484 -1.3100 0.6937
H 0.6704 -3.7272 -0.5063
C 1.1749 -1.0689 -0.8188
H -8.1753 2.4497 2.5421
O -0.2589 -1.8473 3.9987
H -8.6055 0.0740 2.2516
H -4.1037 -4.8411 1.2558
H 2.0444 6.1283 4.9430
C -0.0330 -3.6509 -1.4182
H 5.0946 -2.1224 1.5031
H 2.7101 -2.7690 2.4731
C -2.1946 -3.2733 -6.2038
H 3.0472 -2.1494 -1.3255
H -0.3979 7.3523 5.1053
H -7.3304 -1.1616 0.6575
H -4.2440 -3.5234 -5.6011
H 0.7445 7.8443 3.8368
C -0.2064 3.7585 -1.9131
C 5.6590 -2.0233 -0.6391
H 1.8431 -1.2902 -2.9211
C 3.5239 -0.8120 0.5099
C 2.1677 0.8365 1.8223
H -1.8969 -5.9658 1.0278
N 0.5086 -2.9085 -2.5692
H -1.5413 4.7850 -0.5734
H 0.1008 -0.7624 -2.7928
I 3.7982 1.0847 -2.1136
S 0.4498 -1.8334 2.6565
C -1.4778 -3.2167 -0.8766
H -4.1682 -0.5547 -0.6275
H -2.0363 4.9007 -2.2700
H -0.1681 6.3771 -2.7679
O -1.5865 -5.5597 0.1907
H -0.1451 3.5743 -2.9911
F 7.2992 -4.0569 1.2908
C 6.7165 -5.0423 0.4459
C 3.0114 -0.5447 2.0429
C -8.3767 0.6295 1.3361
H -7.3072 0.1875 -0.4982
C -2.2262 -1.8811 -1.0988
H 7.2484 -3.7849 -1.4229
C 5.2197 -1.3451 4.1470
H 0.2920 -1.2910 -0.1052
H -0.3179 5.3134 1.6146
H -6.1436 1.2112 2.9789
C -3.6780 -3.0226 -6.3933
C 1.0662 5.8263 4.5644
H -4.7653 -1.1731 -5.9390
C 2.3037 -1.7480 2.8357
C 6.3429 -4.3039 -0.9396
C 2.5610 -1.7503 -0.3552
H 1.0668 5.6962 -0.0713
P 4.3346 0.0920 3.2994
H 6.0253 -5.1336 -1.6728
H 1.8916 6.0979 -1.5926
H -7.7666 2.6241 0.8273
H -5.3134 -2.4648 0.9049
H 6.3462 -1.1993 4.2563
F 5.5264 -5.4665 1.1150
*
```

- electronic energy (hartree) = -3606.69011
- molecular weight (g mol⁻¹) = 928.83
- frontier orbital gap (eV) = 7.745
- structure (SMILES) = CP(O)[C@@]1(C[SH](=O)=O)C(=O)N[C@H](I)[C@@]1(CCCNCc1ccccc1O)CCOCC(F)(F)F.C1CCOC1.C1CCOC1.C1CCOC1.C1CCOC1
- HOMO (eV) = -7.667

No. 3
A molecular structure, C36H63I2N2O19PS2, computed with ωB97M-V with the def2-TZVPD basis set.

Geometry as ORCA input:
```
! RIJCOSX wB97M-V def2-TZVPD def2/J DEFGRID3
* xyz 0 1
H 9.5894 -3.8737 -1.3986
O 6.5478 -1.7245 -1.4564
H 6.3843 7.5020 2.9137
H 3.2377 1.8852 -1.0744
H 1.5532 -0.6675 -0.3063
H -0.6282 -0.9013 -3.2178
C -6.8181 -8.6404 2.7081
C -2.3135 -0.4522 -1.2912
C 3.1198 0.9064 -0.5351
I -3.8515 4.8789 -1.7435
H -3.3285 -1.6538 8.2154
C 2.1994 -6.7413 -0.2380
C 1.4945 -8.0756 -0.3892
H 10.4445 -2.3158 -1.4370
C 1.2567 7.6411 1.0262
C -1.4995 -0.4934 8.2619
H 1.8201 -8.7720 0.3849
C -3.2919 -6.2884 0.7738
O -3.7989 0.8880 8.1206
O 5.4498 -3.4688 -2.3968
H -1.8605 4.9563 -10.0526
C -1.0161 5.3625 -8.1088
O 2.9948 6.1078 1.7748
H -7.0767 -9.6790 2.9092
H -2.4004 -6.5657 0.2114
H -3.9683 -5.7838 0.0795
H 0.9498 1.0437 -0.2016
H -1.5260 4.2565 -0.1408
C -2.2396 3.7089 0.5416
C -1.3704 0.6017 -1.8078
O -5.7368 1.8351 1.4691
S 1.3699 0.3715 -2.5869
C -3.2358 -0.1359 -0.1297
O -3.1335 1.7446 6.1315
C 8.7667 -2.4439 -2.7879
O -1.8033 0.3844 7.1694
H -1.5366 -4.6787 -2.6388
C 1.6866 6.6196 2.0618
O 3.9235 8.0160 2.5742
C -3.6307 4.4493 0.4055
C 0.5102 4.0162 -6.9435
H -7.5636 -8.2226 2.0311
H -3.7692 -5.0593 2.4943
N -4.0552 -1.1886 0.2432
H -0.1777 5.9652 -8.4649
H -0.7609 -3.2205 -3.2753
H -1.0291 -3.3610 -1.5389
C 6.3156 7.1209 1.8946
H -4.6422 2.9561 6.9177
S -3.6701 -2.4223 -0.8022
H -4.7566 6.2283 0.9668
C -0.4269 0.1833 -2.9763
C -2.3129 2.2435 -0.0279
H -5.1819 1.6285 5.8399
C 6.5117 -2.6805 -2.1906
H 8.8811 -2.4672 -0.6245
H -0.4271 -0.6850 8.2161
H -2.3752 -4.4993 1.5614
O 1.2761 3.9822 -7.8726
C -0.7825 -3.9143 -2.4374
C 4.0124 6.9205 2.0804
H 1.9784 -6.2761 0.7253
H 8.6053 -1.3678 -2.8823
H -6.8091 -8.0945 3.6526
H 4.0517 -2.0830 -1.7006
P -4.3326 1.5059 1.9505
H 3.2780 -6.8953 -0.2828
C 1.6517 0.3658 -0.7545
C -4.4094 2.3768 6.0241
O -5.8141 -6.4188 1.6883
H -0.6488 0.7469 -3.9277
H 0.2276 7.9584 1.2035
I -1.3415 3.8142 2.5239
H -2.0607 -2.2651 7.1675
O 5.1510 6.3149 1.7185
C 1.8415 2.5700 -5.7084
O -0.6607 4.6631 -6.9090
H 3.4778 -3.7397 -1.9278
O 0.6731 3.3896 -5.7708
C -3.7484 5.7900 1.2295
H 1.7044 -8.5094 -1.3691
C -5.1378 -7.4163 1.6795
H 1.3311 7.2204 0.0208
C 0.6654 -5.2777 -1.2446
H 9.3912 -2.7516 -3.6271
H 3.8685 0.1525 -0.8942
H -0.7220 3.7235 -9.4948
O -5.5167 -8.6227 2.1229
H 1.8961 8.5245 1.0502
H 1.0069 5.7678 2.0326
H -2.3285 3.7935 -8.7923
C 9.4642 -2.7923 -1.4870
H 1.9486 2.2181 -4.6826
H 3.3134 1.0797 0.5564
H -4.5222 3.8229 0.6664
O 0.5081 -4.5185 -2.3336
C -2.9890 0.9995 7.2364
H 7.1846 6.4941 1.7001
H -3.8115 5.5376 2.3290
O -3.8748 -7.5094 1.2509
C 4.3193 -3.1348 -1.5925
O 1.8694 -5.8533 -1.3149
N -2.4698 -1.7463 -1.7331
C -1.4112 1.9002 -1.1842
H -2.9198 6.5179 1.0156
C -2.2510 -1.8051 8.1396
O -0.1471 -5.4291 -0.3649
H 1.7230 1.7038 -6.3617
H 6.3114 7.9429 1.1772
O 7.5282 -3.1531 -2.9206
H -1.6999 -0.0022 9.2165
H 1.6471 7.0311 3.0730
H -3.9058 2.6456 2.7043
H -4.3723 3.0552 5.1721
C -2.8962 -5.3858 1.9266
C -3.2037 1.2187 0.5024
H -4.3555 0.3510 2.7879
H 2.7369 3.1317 -5.9757
C -1.5108 4.4067 -9.1774
H -0.7098 2.6874 -1.5613
H -1.8177 6.0511 -7.8400
H 4.5238 -3.3736 -0.5471
H -1.9463 -2.4972 8.9260
H 0.4119 -7.9635 -0.3154
H -2.2450 -5.9188 2.6227
*
```

- electronic energy (hartree) = -4681.74347
- molecular weight (g mol⁻¹) = 1176.81
- frontier orbital gap (eV) = 7.318
- HOMO (eV) = -8.983

No. 4
2 unconnected molecules or ions with the total composition C36H63N2O3S, computed with ωB97M-V with the def2-TZVPD basis set.

Geometry as ORCA input:
```
! RIJCOSX wB97M-V def2-TZVPD def2/J DEFGRID3
* xyz 1 1
H -3.2142 4.1305 -2.3456
H -7.8462 -0.2144 -1.6169
H 0.1354 -5.3828 2.1730
H -1.0162 0.3811 0.2481
C 1.1976 0.0764 -2.6962
H -4.1352 0.6856 -4.1451
C 1.8543 1.7109 1.0074
H -5.8302 1.6055 -4.4745
H -4.5359 3.2829 -3.4584
H 5.0582 1.9927 8.5086
H -1.1593 -1.4404 -2.9717
C -5.3018 0.5767 -4.1894
H -3.3676 -6.5063 -3.2642
H 1.4797 6.8076 0.7024
C 5.0106 0.6654 5.4745
C 2.5051 -1.9356 -1.3140
C 6.7588 2.5464 7.2678
H -0.9191 -1.6305 -1.0541
H -1.9680 -3.5629 -1.5084
H -1.9742 3.9261 -0.5137
H 2.4024 1.3883 3.2224
H 6.9279 0.8150 4.4540
H 2.7015 -0.9670 -0.6441
H -0.6474 3.8726 -2.2395
H -0.7392 1.5784 2.0449
O -3.1129 1.9331 0.2619
C 1.3083 -4.4244 -1.1316
H 2.2440 -5.1491 -1.1460
H 2.5507 -1.5335 -3.5477
H 5.6780 4.0393 6.1538
H -2.3875 -6.0836 -1.7049
C -3.0575 -3.2545 -1.8628
C -3.4654 3.1580 -2.9470
N -0.9380 1.6182 -2.3154
C -0.4447 2.4335 1.2639
H -5.3278 0.7420 -1.8123
H 1.9982 2.6509 -1.2327
C -1.3571 1.5833 -3.7624
H 5.4189 0.2147 6.3856
C 5.9366 0.3788 4.3026
H 1.5942 -0.2537 2.2853
H 0.6872 -2.5280 0.1144
C -2.3763 2.8508 -4.1622
H 5.5953 3.6717 8.7090
C -3.4826 -6.1011 -2.1484
H 1.9253 -5.2884 1.4467
H 7.6454 3.1827 7.3773
H -1.9344 0.6280 -4.1087
H -4.2126 -6.8298 -1.5942
C 0.0655 0.5741 -0.2199
H -1.7300 3.8423 -4.2568
C -4.0539 -4.5381 -2.2367
C 1.9401 0.8884 2.2659
H 2.3681 -3.2736 0.5257
C -6.1307 -2.7405 -2.8066
H -0.6088 -4.3217 0.1648
C -1.2373 -0.9025 -1.9177
H 6.0651 -0.7010 4.1799
C 0.8896 2.9081 -0.8688
C 1.6569 -2.9916 -0.3910
N 0.5466 1.9229 0.2119
H 0.9559 -6.8847 1.1880
H 2.0868 0.7080 -2.2102
C -3.5502 -1.6621 -1.9778
H 7.1278 1.5234 7.1444
C 4.7507 2.1596 5.6837
H 6.5374 2.3433 9.4045
C 5.9339 2.6441 8.5438
H 4.2932 2.5711 4.7753
C -5.1309 -1.4423 -2.4779
H 5.5209 0.7791 3.3726
O -2.7327 3.9031 1.7377
H 3.5276 -2.4412 -1.5829
H 0.7150 -0.3431 0.0986
H -3.5330 2.1825 -2.3018
C 1.7013 -1.4778 -2.7082
H -5.5268 -0.2540 -5.0131
H 1.1763 0.4277 -3.8342
S -2.0706 3.0552 0.5820
H -2.9301 2.6554 -5.2002
C -7.3992 0.1345 -2.6466
C -0.0298 2.8510 -2.2218
H 0.0211 3.2943 1.9479
H -7.7806 1.2343 -2.8995
O -2.6345 -0.5117 -1.6764
C 5.9901 2.9964 6.0220
H 4.0512 0.1681 5.2907
C 1.1663 5.7693 0.2102
H -0.4468 1.7028 -4.5259
C 0.8397 -5.7072 1.2749
C 0.9662 4.4874 -0.3803
H 0.8287 -4.3177 -2.1943
C 0.1722 -5.1644 -0.1531
H 0.8994 -2.2690 -3.0410
C -5.7579 0.0656 -2.6659
H 6.6765 2.9953 5.1673
H -7.2679 -2.6121 -3.1316
H -0.3922 -6.0164 -0.7356
H -7.8511 -0.5440 -3.5188
H 4.0020 2.2783 6.4755
H 2.8802 2.2424 0.7069
H 0.7089 2.9407 -3.1554
C -0.1746 0.3929 -1.8653
H -6.3367 -5.2420 -2.9465
C -5.6169 -4.3241 -2.7031
*
```

- electronic energy (hartree) = -2141.62985
- molecular weight (g mol⁻¹) = 603.98
- frontier orbital gap (eV) = 5.257
- HOMO (eV) = -9.856

- What is the electronic energy in the third record?
  -4681.74347 hartree